# 1
41
Properties=species:S:1:pos:R:3:nbo_charge:R:1 method="wB97M-V/def2-TZVPD" homo_energy_ev=-8.361 total_energy_ev=-36516.3867 charge=-1 lumo_ev=2.28 multiplicity=1 e_above_lowest_ev=0.904
B 27.013 32.881 23.624 1.3283
F 27.562 31.791 22.832 -0.5976
F 26.296 32.275 24.645 -0.5682
F 28.074 33.652 24.076 -0.5559
F 26.208 33.625 22.741 -0.5709
O 25.978 31.600 20.451 -0.9609
H 25.064 31.383 20.662 0.4671
H 26.368 31.839 21.307 0.4961
O 27.931 35.636 21.674 -0.9499
H 27.264 36.306 21.852 0.4576
H 27.683 34.896 22.247 0.4870
O 29.632 31.621 20.809 -0.9445
H 29.616 30.722 21.148 0.4637
H 28.890 32.050 21.250 0.4778
O 26.030 31.545 27.834 -0.9612
H 26.408 30.827 27.303 0.4890
H 25.078 31.422 27.786 0.4637
O 27.930 34.693 26.912 -0.9569
H 28.035 34.089 27.653 0.4777
H 27.702 34.117 26.171 0.4781
O 27.082 37.082 25.195 -0.9320
H 26.979 36.132 25.098 0.4758
H 27.040 37.424 24.298 0.4561
O 26.838 29.796 25.609 -0.9700
H 26.218 30.512 25.407 0.4861
H 27.535 29.906 24.952 0.4869
O 25.585 34.263 19.332 -0.9783
H 25.663 33.303 19.445 0.4911
H 26.081 34.618 20.078 0.4737
O 30.476 35.730 25.427 -0.9533
H 30.660 36.129 24.571 0.4623
H 29.514 35.642 25.453 0.4890
O 24.585 35.328 24.363 -0.9438
H 25.014 34.466 24.336 0.4765
H 24.113 35.382 23.527 0.4652
O 22.751 31.578 24.120 -0.9443
H 23.701 31.672 24.261 0.4764
H 22.485 32.415 23.728 0.4683
O 30.185 31.448 24.100 -0.9540
H 30.321 31.872 24.952 0.4685
H 29.282 31.687 23.855 0.4795

***

# 2
44
Properties=species:S:1:pos:R:3:nbo_charge:R:1 method="wB97M-V/def2-TZVPD" homo_energy_ev=-8.573 total_energy_ev=-38596.9626 charge=-1 lumo_ev=2.53 multiplicity=1 e_above_lowest_ev=0.062
B 7.143 -12.668 -1.015 1.3438
F 7.377 -11.250 -1.016 -0.5913
F 8.003 -13.200 -0.039 -0.5665
F 5.810 -12.809 -0.661 -0.5798
F 7.239 -13.362 -2.222 -0.5819
O 5.213 -11.215 1.680 -0.9997
H 6.117 -10.923 1.821 0.4987
H 5.401 -11.982 1.123 0.4895
O 4.741 -14.075 -3.813 -0.9597
H 5.462 -13.686 -4.313 0.4838
H 4.928 -13.894 -2.894 0.4941
O 3.260 -9.119 1.157 -0.9629
H 2.979 -8.822 0.282 0.4694
H 3.686 -9.975 0.875 0.5100
O 3.380 -11.601 -4.370 -0.9738
H 3.000 -11.266 -3.510 0.4648
H 3.597 -12.538 -4.159 0.4913
O 10.276 -8.906 0.001 -0.9866
H 10.347 -9.145 -0.922 0.4794
H 9.768 -8.124 0.074 0.4994
O 7.964 -7.469 -0.178 -0.9599
H 7.522 -8.116 0.405 0.4965
H 7.677 -6.644 0.142 0.4759
O 8.076 -10.758 1.864 -0.9756
H 8.496 -10.731 0.991 0.4953
H 8.424 -11.635 2.199 0.4904
O 9.850 -11.238 -2.463 -0.9836
H 9.069 -10.823 -2.039 0.4901
H 9.427 -11.845 -3.121 0.4867
O 8.697 -13.647 -4.636 -0.9562
H 8.160 -13.418 -3.889 0.4777
H 9.186 -14.397 -4.155 0.4746
O 10.781 -14.256 -1.651 -0.9598
H 11.320 -13.944 -0.889 0.4789
H 9.971 -13.743 -1.587 0.4798
O 4.508 -9.581 -2.054 -0.9711
H 5.115 -9.489 -1.267 0.4847
H 4.761 -10.437 -2.459 0.4853
O 10.827 -11.744 0.716 -0.9772
H 10.430 -11.804 -0.190 0.4804
H 10.795 -10.793 0.871 0.4905
O 5.294 -7.257 1.386 -0.9929
H 4.641 -6.555 1.217 0.4632
H 4.791 -8.099 1.342 0.5045

***

# 3
32
Properties=species:S:1:pos:R:3:nbo_charge:R:1 method="wB97M-V/def2-TZVPD" homo_energy_ev=-7.337 total_energy_ev=-19462.2700 charge=-1 lumo_ev=2.90 multiplicity=1 e_above_lowest_ev=0.458
B 0.133 -0.077 0.056 -0.8644
H 0.821 0.729 -0.399 -0.0248
H 0.846 -0.968 0.216 -0.0320
H -0.295 0.384 1.021 -0.0111
H -0.719 -0.354 -0.655 -0.0189
O 1.161 -0.988 2.749 -0.9766
H 0.899 -0.927 1.802 0.5016
H 2.072 -1.294 2.732 0.4567
O 3.338 0.211 -1.108 -0.9606
H 3.880 0.978 -0.899 0.4720
H 2.649 0.212 -0.428 0.4875
O 1.223 -1.394 -2.604 -0.9606
H 1.098 -1.086 -1.691 0.4855
H 2.004 -0.918 -2.904 0.4762
O -3.350 -0.423 -0.566 -0.9700
H -2.388 -0.333 -0.655 0.4960
H -3.626 0.387 -0.124 0.4713
O -2.636 -0.527 2.674 -0.9596
H -1.840 0.001 2.549 0.4768
H -2.861 -0.836 1.788 0.4802
O -0.700 0.756 -2.813 -0.9741
H -0.812 -0.116 -3.201 0.4719
H -0.125 0.595 -2.037 0.4946
O 1.996 2.397 1.106 -0.9696
H 1.345 2.986 1.496 0.4677
H 1.488 1.606 0.849 0.4921
O -0.619 -3.227 -0.273 -0.9584
H -1.564 -3.095 -0.393 0.4635
H -0.277 -2.345 -0.054 0.4911
O -1.176 2.795 0.303 -0.9581
H -0.623 1.997 0.216 0.4990
H -1.341 2.871 1.248 0.4548

***

# 4
32
Properties=species:S:1:pos:R:3:nbo_charge:R:1 method="wB97M-V/def2-TZVPD" homo_energy_ev=-7.059 total_energy_ev=-19459.9534 charge=-1 lumo_ev=2.83 multiplicity=1 e_above_lowest_ev=2.774
B -52.360 -9.267 34.624 -0.6829
H -51.172 -9.010 34.840 -0.0599
H -53.114 -8.218 34.886 -0.0572
H -52.475 -9.360 33.354 -0.0887
H -52.786 -10.335 35.129 -0.0862
O -52.424 -6.722 31.605 -0.9393
H -52.552 -7.662 31.912 0.4775
H -53.263 -6.683 31.228 0.4599
O -51.386 -12.884 34.515 -0.9364
H -51.788 -11.973 34.615 0.4883
H -51.946 -13.193 35.365 0.4459
O -52.842 -9.127 38.201 -0.9748
H -52.669 -8.627 37.293 0.5112
H -52.233 -8.981 38.848 0.4637
O -54.443 -6.004 36.763 -0.9373
H -55.284 -5.715 36.820 0.4536
H -54.418 -6.823 36.308 0.4835
O -49.974 -10.018 32.112 -0.9917
H -50.543 -9.744 32.863 0.5147
H -49.684 -9.355 31.486 0.4741
O -55.386 -11.241 31.773 -0.9893
H -54.873 -10.440 32.242 0.5043
H -56.085 -11.657 32.303 0.4708
O -55.311 -10.396 35.945 -0.9551
H -54.478 -10.114 35.629 0.4895
H -54.919 -11.153 36.587 0.4605
O -54.873 -8.421 32.263 -0.9871
H -54.167 -8.809 32.778 0.5032
H -55.606 -8.032 32.818 0.4888
O -48.848 -9.796 36.563 -0.9425
H -49.544 -9.500 35.875 0.4926
H -48.156 -9.971 36.070 0.4465

***

no.,frontier orbital gap (eV)
1,10.64
2,11.11
3,10.24
4,9.89